The ion C5H8N with charge +1. Source: the Open Molecules 2025 dataset; level of theory: the ωB97M-V functional and the def2-TZVPD basis.

Last column: Mulliken charge in e.
Cartesian coordinates (Å):
C  0.4454  0.4586  -0.2076  0.198
C  -1.4077  -0.8505  0.3866  -0.627
C  -0.6786  -1.3366  -0.9145  -0.315
C  -0.5285  0.2471  0.7492  0.070
C  1.6925  1.5669  -0.2398  -1.016
N  0.3610  -0.4978  -1.1044  -0.273
H  -2.4484  -0.7048  0.1512  0.398
H  -1.4780  -1.3121  1.4179  0.344
H  -0.3250  -2.3021  -0.5036  0.285
H  -1.1020  -1.6364  -1.8813  0.472
H  -0.6855  0.7877  1.6393  0.455
H  1.3652  2.5159  0.1841  0.357
H  2.0151  1.6321  -1.3046  0.310
H  2.4308  1.4107  0.5252  0.341

Atomic forces in eV per Å
3.8 1.5 -0.1
0.7 0.8 0.2
-0.8 -2.3 1.9
-2.0 0.1 -0.7
-2.8 -1.2 -0.3
1.6 1.7 -1.1
-0.7 0.7 0.0
0.1 -0.9 -1.1
0.5 -0.2 -0.5
-0.6 0.3 0.4
0.2 0.6 1.1
-0.8 0.3 -0.8
0.0 0.0 1.2
0.8 -1.3 -0.2

The net charge is +1. As for the HOMO energy: -16.0 eV. The calculation puts the frontier orbital gap at 0.32564 Ha. The value obtained for the energy above the lowest of the compared OMol25 structures with the same formula, charge and spin is 357.56 kJ/mol. As for the largest force on an atom: 4.0 eV Å⁻¹.